A 2-piece molecular cluster, C14H16 overall at a distorted geometry, computed with ωB97M-V/def2-TZVPD.

Geometry as XYZ:
```
30
C14H16 (ωB97M-V/def2-TZVPD)
C 4.24594 -2.95113 0.66471
C 2.40681 -0.13566 -0.84563
C 1.92814 -0.71288 -2.01353
C 3.02467 -0.87514 0.14320
C 3.21261 -2.26836 -0.17888
C 1.92782 -2.13939 -2.14028
C 2.57619 -2.94694 -1.22573
H 2.08973 0.89763 -0.76431
H 1.44559 -0.19297 -2.84236
H 3.39427 -0.53743 1.10227
H 1.26876 -2.68369 -2.81086
H 3.73799 -3.48684 1.49266
H 5.04939 -2.29579 1.04480
H 2.81892 -3.99199 -1.31947
H 4.77089 -3.73938 0.13076
C -4.99488 1.48635 1.35847
C -1.60912 0.95620 -0.22308
C -0.95940 2.16121 0.03903
C -2.91346 0.75760 0.18921
C -3.60146 1.78124 0.80241
C -1.68392 3.20491 0.65823
C -2.99315 3.02305 1.09813
H -1.03917 0.21480 -0.76604
H -0.00152 2.41481 -0.34553
H -3.45909 -0.12170 -0.13610
H -1.19209 4.15391 0.87636
H -5.42695 2.36221 1.81534
H -4.82017 0.66808 2.05076
H -3.51339 3.87264 1.52294
H -5.68999 1.12465 0.62251
```

## Properties
E: -14768.1310 eV
HOMO level (alpha / beta): -11.182 / -11.182 eV
Charge: +1
2S+1: 2
Max |F|: 2.6 eV/Å
LUMO (alpha / beta): -0.1649 / -0.3022 hartree
Gap between HOMO and LUMO (alpha / beta): 6.7 / 3.0 eV